Below is a structure of composition CH5IN2 in a non-equilibrium geometry, with properties calculated with ωB97M-V/def2-TZVPD.

The LUMO energy comes out at 0.1962 eV. The molecular weight comes out at 171.97 g mol⁻¹. The calculation puts the calculated total energy at -448.2457 a.u. As for the energy above the lowest of the compared OMol25 structures with the same formula, charge and spin: 4.4 kcal per mole. For the frontier orbital gap, the calculation gives 9.639 eV.

Last column: Mulliken charge in e.
Cartesian coordinates (Å):
C -0.69 1.33 -0.16  -0.39
N 1.27 -1.37 -0.17  -0.62
N -1.41 0.93 0.79  -0.42
I -3.05 -0.11 0.17  0.08
H 2.23 -1.63 -0.53  0.23
H -0.88 1.29 -1.18  0.30
H 0.17 1.86 0.27  0.41
H 1.08 -1.87 0.66  0.21
H 1.27 -0.42 0.17  0.20

---

Below is a structure of composition C24H47N4O5STc in a non-equilibrium geometry, with properties calculated with ωB97M-V/def2-TZVPD.

As for the charge: +3. As for the multiplicity: 4. The LUMO energy (spin up / spin down) comes out at -11.2904 / -11.1605 eV. The molecular weight comes out at 601.73 g mol⁻¹. The calculation puts the calculated total energy at -2015.9035 a.u. For the frontier orbital gap (spin up / spin down), the calculation gives 6.459 / 6.572 eV.

Last column: Mulliken spin population.
Cartesian coordinates (Å):
Tc -0.39 0.38 0.35  2.74
C -2.62 -2.54 -0.18  0.03
C -1.99 -2.36 -1.57  -0.03
C -0.96 -3.46 -1.91  0.01
C 0.29 -3.79 -1.06  0.01
C 1.20 -4.69 -1.88  0.00
C 0.00 -4.39 0.31  0.00
N 1.00 -2.44 -0.87  -0.03
C 2.31 -2.35 -0.17  0.01
C 2.23 -1.63 1.16  0.00
N 1.83 -0.18 1.22  0.00
C 1.51 0.05 2.66  0.01
C 0.11 -0.47 2.97  0.02
O -0.37 -0.54 4.04  0.01
O -0.53 -0.79 1.81  0.04
C 2.87 0.85 0.79  -0.05
C 4.11 0.32 0.07  0.00
C 2.20 2.06 0.11  0.18
C 1.67 2.04 -1.34  -0.04
C 0.86 3.33 -1.53  0.02
C 2.78 1.99 -2.38  0.00
N 0.78 0.82 -1.51  -0.05
C -0.07 0.80 -2.72  0.04
C -0.76 -0.55 -2.89  0.00
N -1.61 -0.90 -1.73  0.00
C -2.85 -0.09 -1.77  0.04
C -2.87 0.93 -0.64  -0.02
O -3.81 1.14 0.06  -0.01
O -1.66 1.51 -0.50  0.09
H -2.78 -3.60 0.03  0.00
H -3.60 -2.06 -0.11  0.00
H -2.00 -2.11 0.60  -0.02
H -2.78 -2.55 -2.31  0.00
H -0.64 -3.35 -2.95  0.00
H -1.55 -4.38 -1.90  0.00
H 0.65 -5.60 -2.14  0.00
H 2.09 -5.01 -1.34  0.00
H 1.51 -4.22 -2.81  0.00
H -0.67 -5.25 0.20  0.00
H -0.48 -3.68 0.98  0.00
H 0.91 -4.77 0.79  0.00
H 1.10 -2.10 -1.83  0.00
H 0.33 -1.85 -0.39  0.08
H 3.04 -1.90 -0.84  0.00
H 2.67 -3.36 0.02  0.00
H 3.20 -1.74 1.65  0.00
H 1.51 -2.17 1.78  -0.01
H 1.47 1.11 2.87  -0.01
H 2.25 -0.41 3.32  0.00
H 3.26 1.27 1.72  -0.01
H 3.93 -0.12 -0.91  0.00
H 4.64 -0.40 0.69  0.00
H 4.79 1.16 -0.07  0.00
H 2.92 2.88 0.16  0.00
H 1.37 2.37 0.76  -0.07
H 1.46 4.18 -1.19  0.00
H -0.07 3.31 -0.95  0.00
H 0.62 3.51 -2.58  0.00
H 3.53 2.76 -2.17  0.00
H 2.40 2.20 -3.38  0.00
H 3.31 1.04 -2.41  0.00
H 1.46 0.07 -1.62  0.00
H 0.53 0.99 -3.61  0.00
H -0.81 1.60 -2.64  -0.01
H -0.01 -1.32 -3.05  0.00
H -1.35 -0.52 -3.80  0.00
H -3.75 -0.69 -1.69  0.00
H -2.93 0.47 -2.71  0.00
O -0.51 1.95 2.03  0.04
S -1.28 2.63 3.17  0.00
C -1.59 4.36 2.74  0.01
C -2.83 4.62 3.58  0.00
C -3.83 3.49 3.28  0.00
C -3.05 2.19 3.07  0.01
H -1.77 4.42 1.66  0.00
H -0.74 4.98 3.02  0.00
H -3.27 5.60 3.35  0.00
H -2.56 4.62 4.64  0.00
H -4.38 3.72 2.37  0.00
H -4.54 3.41 4.10  0.00
H -3.21 1.76 2.09  0.00
H -3.24 1.43 3.83  0.00

---

Below is a structure of composition C27H46BrMoNOP2 in a non-equilibrium geometry, with properties calculated with ωB97M-V/def2-TZVPD.

As for the charge: +4. As for the multiplicity: 3. The LUMO energy (spin up / spin down) comes out at -14.1595 / -15.0556 eV. The molecular weight comes out at 638.46 g mol⁻¹. The calculation puts the calculated total energy at -4509.5994 a.u. As for the energy above the lowest of the compared OMol25 structures with the same formula, charge and spin: 28.9 kcal per mole. For the frontier orbital gap (spin up / spin down), the calculation gives 5.376 / 4.480 eV.

Last column: Mulliken spin population.
Cartesian coordinates (Å):
N 5.37 -3.86 3.31  0.80
C 4.71 -4.44 2.30  0.00
C 4.41 -3.75 1.12  0.09
C 4.74 -2.38 1.03  -0.01
C 5.49 -1.80 2.09  0.08
C 5.76 -2.59 3.22  0.01
C 4.16 -1.55 -0.01  0.03
Mo 0.43 1.69 -0.81  1.06
P -2.14 1.52 -1.79  -0.03
C 4.11 -0.18 0.07  -0.02
C 3.06 0.64 -0.54  -0.02
C 2.82 2.01 -0.22  -0.07
C 2.26 2.88 -1.19  0.07
C 1.73 2.30 -2.37  -0.11
C 1.58 0.89 -2.49  0.12
C 2.07 0.10 -1.41  -0.02
Br 0.18 3.44 -3.19  -0.01
H 3.69 -2.09 -0.84  0.00
H 4.88 0.36 0.63  0.00
H 3.85 -4.24 0.32  0.01
H 5.81 -0.76 2.08  0.01
H 4.41 -5.48 2.41  0.02
H 6.29 -2.16 4.07  0.03
H 3.24 2.43 0.68  0.00
H 1.92 -0.97 -1.45  0.01
H 2.31 3.95 -1.05  0.02
H 1.10 0.41 -3.34  -0.01
P 0.14 0.71 1.59  -0.02
C -2.03 0.72 -3.45  0.00
C -2.83 1.35 -4.59  0.00
H -2.33 -0.34 -3.31  0.01
H -0.96 0.70 -3.72  -0.01
H -2.67 0.76 -5.51  0.00
H -3.91 1.35 -4.40  0.00
H -2.49 2.37 -4.81  0.00
C -2.83 3.23 -1.65  -0.01
C -4.07 3.66 -2.44  0.00
H -2.00 3.90 -1.89  0.00
H -3.02 3.37 -0.57  0.00
H -4.09 4.75 -2.47  0.00
H -4.05 3.30 -3.47  0.00
H -5.00 3.35 -1.95  0.00
C -3.40 0.52 -0.93  -0.01
C -4.75 0.38 -1.64  0.00
H -3.54 1.00 0.05  0.00
H -2.94 -0.46 -0.76  0.00
H -5.45 -0.16 -0.98  0.00
H -5.21 1.35 -1.86  0.00
H -4.66 -0.20 -2.56  0.00
C -1.04 -0.58 2.15  -0.01
C -2.51 -0.21 2.27  0.00
H -0.68 -0.95 3.13  0.00
H -0.92 -1.40 1.43  0.00
H -2.92 -0.62 3.20  0.00
H -2.70 0.86 2.28  0.00
H -3.08 -0.67 1.45  0.00
C -0.44 2.27 2.38  0.00
C 0.50 3.45 2.15  0.00
H -0.54 2.05 3.45  0.00
H -1.44 2.50 1.98  0.00
H 0.26 4.24 2.87  0.00
H 1.55 3.18 2.32  0.00
H 0.42 3.87 1.14  0.00
C 1.63 0.34 2.63  -0.01
C 1.91 -1.12 2.97  0.00
H 1.52 0.93 3.56  0.00
H 2.49 0.77 2.09  0.00
H 2.89 -1.19 3.44  0.00
H 1.17 -1.52 3.68  0.00
H 1.92 -1.75 2.07  0.00
C -1.56 -4.91 -0.53  0.00
C -2.22 -3.61 -0.11  0.00
O -1.59 -2.42 -0.61  0.01
H -1.63 -5.06 -1.61  0.00
H -2.08 -5.74 -0.05  0.00
H -0.51 -4.95 -0.23  0.00
H -3.26 -3.57 -0.44  0.00
H -2.22 -3.49 0.98  0.00
H -1.04 -2.68 -1.36  0.00

---

Below is a cluster of 2 separate species, C4H13NO2 in total in a non-equilibrium geometry, with properties calculated with ωB97M-V/def2-TZVPD.

Its SMILES is CN(C)O.CCO. The LUMO energy comes out at 0.7966 eV. The molecular weight comes out at 107.15 g mol⁻¹. The calculation puts the calculated total energy at -365.3540 a.u. As for the energy above the lowest of the compared OMol25 structures with the same formula, charge and spin: 55.5 kcal per mole. For the frontier orbital gap, the calculation gives 10.217 eV.

Last column: Mulliken charge in e.
Cartesian coordinates (Å):
C -1.80 -0.01 -1.22  -0.13
C -0.93 0.97 -2.01  -0.90
O -1.28 -1.31 -1.20  -0.61
H -0.37 -1.33 -0.77  0.37
H -2.78 -0.09 -1.69  0.36
H -1.94 0.36 -0.19  0.19
H -1.44 1.92 -2.10  0.34
H -0.73 0.57 -2.99  0.26
H 0.02 1.14 -1.48  0.15
C 1.71 0.80 1.28  -0.96
C 0.13 -0.90 1.90  -0.96
N 0.71 -0.15 0.81  0.05
O 1.39 -1.15 -0.08  -0.51
H 1.54 -0.71 -0.93  0.35
H -0.58 -1.62 1.50  0.29
H 2.17 1.28 0.41  0.32
H 2.49 0.32 1.88  0.33
H 1.19 1.55 1.87  0.34
H -0.39 -0.20 2.55  0.34
H 0.89 -1.44 2.47  0.37